# 1
43
Properties=species:S:1:pos:R:3:forces:R:3 method="wB97M-V/def2-TZVPD" multiplicity=1 relative_energy_ev=17.235 gap_ha=0.2792
H -0.305 2.875 -0.478 -0.3 0.4 -1.1
H 0.918 0.948 -5.128 -1.5 -0.3 -7.7
H 4.555 3.498 -4.119 -3.7 0.8 -0.3
C -1.619 -1.250 -1.559 -1.7 -4.6 -4.5
H 2.408 1.226 -0.597 2.6 0.2 6.5
C 1.148 1.042 -4.225 0.5 -1.6 11.0
S 0.185 2.108 1.647 1.7 -1.0 1.3
C 2.016 2.056 -3.706 -2.2 -1.6 3.0
C -0.730 2.207 0.220 7.1 4.3 0.5
H 0.176 0.462 4.110 7.3 1.2 3.4
H 0.004 -3.691 2.775 -2.1 0.5 -1.1
C -0.590 -2.012 0.331 6.8 -1.0 2.7
H 0.150 -0.853 -3.704 0.7 2.2 1.5
H -1.629 -0.330 -2.135 -0.5 0.1 0.4
H 3.232 2.901 -1.939 -1.9 -0.1 -1.6
C -1.843 0.884 1.524 -16.5 -5.2 -5.1
H -1.467 -2.181 -2.476 -0.7 2.7 2.2
H -2.680 -1.653 -1.119 3.0 1.6 -0.4
H 0.236 -1.440 2.857 -1.9 0.6 0.3
H -1.907 -4.125 3.020 2.1 1.0 -1.1
O 2.350 2.745 -4.690 5.1 6.7 -2.9
C 1.305 0.311 -1.813 -8.0 -5.4 -6.3
C -1.097 -3.372 2.578 -2.5 -1.8 1.3
H -2.812 0.307 1.773 1.3 0.6 -0.5
C 0.600 -0.693 -1.009 10.8 5.1 7.9
C -0.694 0.414 3.778 -12.3 -5.7 -7.4
C 3.387 3.889 -4.372 0.9 -2.4 1.0
N 1.242 -0.788 0.325 0.3 -3.7 -2.3
C 0.641 0.134 -3.282 3.2 0.7 0.4
N -0.392 -1.366 -0.803 -11.7 -3.0 -2.5
C -1.789 1.591 0.409 -7.6 -0.3 -6.6
C -0.978 0.846 2.296 15.1 3.9 12.1
H 2.967 4.706 -3.753 0.2 -1.3 0.7
N 0.660 -1.913 0.972 -2.4 3.9 -1.8
C 2.056 1.319 -1.474 -1.9 0.4 -3.7
O -2.468 -1.809 3.862 -13.4 -0.2 6.1
C -1.522 -2.097 3.338 2.8 -7.0 -3.3
S -1.824 -3.049 0.861 0.1 -1.3 1.0
C 2.315 2.327 -2.352 3.2 0.3 -1.1
N -0.740 -1.211 3.228 14.8 9.8 -0.9
H 3.440 4.398 -5.255 0.4 0.7 -2.8
H -2.583 1.750 -0.391 0.6 -0.9 1.3
H -1.750 0.395 4.268 2.5 0.6 0.2

=====

# 2
8
Properties=species:S:1:pos:R:3:forces:R:3 method="wB97M-V/def2-TZVPD" multiplicity=3 relative_energy_ev=1.154 gap_ha="0.3436 / 0.2794"
N -1.500 0.086 0.106 1.0 0.4 0.1
C -0.322 -0.786 0.103 2.2 0.0 -3.7
H -0.686 -1.650 0.522 -0.1 -2.3 1.5
O -1.301 1.246 0.414 -0.6 0.9 -0.1
H -0.014 -1.152 -1.011 -1.0 1.2 2.2
O 1.663 0.948 -0.383 0.7 -1.0 0.0
S 1.273 -0.156 0.794 -1.3 -0.2 0.0
H 0.888 1.465 -0.545 -0.8 1.0 0.0

=====

# 3
18
Properties=species:S:1:pos:R:3:forces:R:3 method="wB97M-V/def2-TZVPD" smiles=C[C@H]1C[C@@H](C)C1 multiplicity=1 relative_energy_ev=3.110 gap_ha=0.3746
H -0.218 -1.381 0.517 0.1 -0.1 -0.2
H 0.488 2.128 -0.358 -0.2 -0.3 -0.1
H -3.342 1.013 0.152 1.4 -0.4 -0.3
C 2.387 -0.462 0.336 -0.2 0.0 0.0
H 1.497 0.102 -1.545 -0.2 0.0 0.2
H 0.228 1.084 1.068 0.1 0.1 -0.2
C 0.266 1.103 -0.033 -0.6 0.0 0.1
H -2.194 0.463 1.400 -0.2 -0.2 0.8
H 2.857 -1.380 -0.040 -0.1 0.2 0.0
H -2.971 -0.714 0.266 0.5 0.2 0.1
C -0.977 0.315 -0.547 -2.1 -0.3 2.6
C -0.098 -0.960 -0.493 -0.5 0.1 0.1
C -2.514 0.281 0.391 1.2 -0.3 0.5
H -1.821 0.584 -1.122 1.2 0.6 -3.5
C 1.177 -0.068 -0.509 -0.4 0.1 -0.1
H -0.207 -1.767 -1.228 0.0 0.3 0.1
H 2.099 -0.635 1.381 0.0 0.0 -0.2
H 3.150 0.328 0.326 -0.2 -0.1 0.0

=====

# 4
171
Properties=species:S:1:pos:R:3:forces:R:3 method="wB97M-V/def2-TZVPD" total_charge=+1 multiplicity=2 gap_ha="0.3094 / 0.0773"
C 0.109 0.297 -0.819 -1.1 1.0 0.2
H -0.288 -1.318 -2.999 -0.1 0.3 0.2
H 4.491 -0.653 -5.747 -0.4 0.0 0.0
C -4.320 -3.847 6.082 0.2 -0.3 1.3
C 0.659 1.171 3.793 -0.8 1.0 0.2
C 0.182 3.158 -3.639 -0.8 -0.2 0.8
H -4.402 -1.072 6.333 0.0 0.5 -0.3
H -5.947 -4.225 7.465 0.4 0.0 0.2
C -4.882 3.123 2.454 0.4 1.5 1.0
H -4.135 4.633 3.738 -0.1 0.1 0.4
H 1.703 0.753 -6.345 0.7 -0.5 -0.1
C 1.729 -4.261 -0.941 -1.3 -0.1 2.4
H -2.644 1.278 0.880 -0.1 0.3 0.0
H 1.774 -4.329 1.207 -0.1 0.1 0.1
H 1.510 -1.618 4.248 0.2 -0.1 -0.2
H 2.623 2.706 1.755 -0.5 -0.2 0.0
H 4.395 2.663 6.266 0.2 -0.1 0.3
H 3.096 -1.879 1.778 0.6 -0.6 0.1
H 1.452 -5.175 3.897 0.2 0.4 -0.3
H 1.135 -1.487 -0.419 0.1 -0.2 0.3
H 4.059 -5.534 -2.924 0.1 -0.2 0.0
C -2.687 -3.448 4.428 -0.5 -0.6 0.2
H 0.227 0.410 4.442 0.8 -0.1 0.2
O -0.360 -1.472 6.050 -0.7 0.8 -0.3
H -2.139 -0.716 2.241 -0.2 0.2 -0.1
H 3.605 3.207 4.821 -0.3 0.3 0.0
C 5.762 1.078 -5.356 -0.5 -0.9 -0.9
H 2.961 -0.837 0.436 0.0 0.8 0.2
H -6.436 -3.348 6.097 -0.1 0.7 -0.2
O 4.895 -0.503 -3.701 -0.8 -0.1 -0.7
H -6.771 1.861 -3.175 -0.4 -0.3 -0.6
C 0.559 -4.739 4.346 -0.9 0.6 0.5
H -6.618 -3.505 -2.870 0.8 0.2 -0.1
C -5.009 1.810 2.233 0.2 -2.4 0.0
H 0.541 -2.772 -3.393 0.2 0.0 -0.5
H 0.796 -3.719 -0.905 -0.2 0.0 -0.3
H -2.668 1.171 -5.503 0.1 0.2 0.9
H -0.171 0.614 -4.800 -0.1 0.3 0.0
C 0.344 -0.837 -0.073 -0.2 -0.1 -0.4
H -3.288 3.009 -3.526 0.5 -1.6 0.1
C -5.611 -3.425 6.805 1.0 0.1 -0.1
H -5.394 -0.243 7.540 -0.4 0.1 -0.2
H -3.932 -0.583 -3.550 0.1 0.3 -0.6
O 0.385 -3.314 4.229 1.3 -0.5 -0.1
C 0.916 -2.029 6.241 -0.4 -0.5 -0.2
O 3.693 0.038 2.185 -0.5 1.4 1.4
C -2.391 3.988 -5.192 0.8 -0.4 -1.9
H -2.225 -2.605 3.914 -0.1 0.0 0.3
C 3.507 -5.260 0.385 -0.3 0.2 0.0
C 3.555 -5.322 -1.992 -0.3 0.0 -0.4
H -3.043 1.442 -7.099 -0.7 0.0 -0.2
O -4.869 1.316 -3.174 -0.9 -1.3 0.1
C -6.265 0.930 -2.922 -0.2 0.4 -0.3
H -0.035 0.198 7.273 0.3 -0.1 0.0
H 0.846 2.379 -3.264 -0.1 0.0 -0.3
O 0.669 -1.266 -4.827 -0.6 -0.3 -0.1
H -0.337 -5.163 3.892 0.2 -0.1 -0.2
H -2.015 -3.869 5.175 0.1 0.7 0.5
C 4.165 -5.598 -0.781 -0.1 0.0 -0.9
C -5.370 -1.073 6.834 1.3 -0.4 0.4
H 4.597 -1.168 0.882 0.1 -1.0 0.1
O -5.363 -2.263 7.618 -1.4 -0.8 -0.8
H -0.205 -2.049 1.574 0.0 -0.2 0.1
C -1.551 -0.426 1.383 0.3 -0.1 -0.2
H -1.227 2.078 -0.847 0.2 0.0 -0.5
H 7.152 2.163 -7.718 0.4 0.1 0.5
H -1.111 -1.056 7.954 0.3 -0.2 0.2
C -4.494 0.847 3.141 0.6 1.8 0.3
H 4.283 -2.084 -2.537 -0.1 0.1 0.0
C 3.665 3.257 -2.642 0.1 0.7 -0.3
H -4.160 -0.190 -1.926 0.1 0.2 0.3
H 3.204 -0.645 -2.515 -0.1 0.0 0.3
C 6.349 2.650 -7.166 -1.0 0.0 -0.1
H -2.781 -4.295 3.748 -0.4 0.0 -0.5
C 4.476 -0.256 3.382 0.6 -0.3 -1.6
H -0.015 1.193 2.936 0.4 0.5 -0.3
H -6.139 -1.062 6.061 -0.3 0.1 0.2
C -6.952 -2.630 -3.429 -0.6 -0.8 1.5
H 1.321 -0.685 -9.724 -0.2 0.6 0.0
C 0.844 0.206 -6.735 -1.1 0.7 0.7
H -2.954 0.769 -2.792 0.1 -0.3 -0.2
C 3.550 4.854 2.576 1.2 1.3 -1.0
O -3.968 -3.084 4.964 0.3 0.2 -0.8
H 2.626 2.601 6.208 0.1 0.1 -0.1
N 0.496 2.483 4.549 -1.3 1.1 0.2
C 1.895 -0.477 -8.820 0.0 0.5 0.2
H 3.990 -5.477 1.327 -0.2 0.0 0.2
C 3.818 -1.299 -3.134 0.8 0.8 -0.5
O 3.532 1.196 5.102 1.3 -1.4 -1.5
H 0.678 0.547 -1.702 0.3 -0.1 0.0
H -5.292 3.796 1.715 0.1 0.4 0.1
H -6.533 0.805 -1.872 0.8 -0.2 0.4
H 4.247 5.690 2.508 0.0 0.4 -0.2
H 3.423 3.976 -3.425 -0.5 0.3 0.2
H 5.604 0.920 4.881 0.0 -0.5 0.1
H 1.721 1.142 3.546 -0.2 -0.6 0.0
H 4.079 -1.181 3.803 -0.2 0.3 0.7
H 0.330 4.036 -3.011 -0.3 0.2 0.0
H 2.348 -3.034 4.984 0.1 -0.1 -0.2
H 4.752 3.266 -2.714 0.3 -0.1 1.0
H 5.822 3.267 -7.894 -0.3 -0.3 -0.2
O 0.329 2.399 5.758 0.3 -0.2 -0.6
H 3.687 0.743 -4.887 -0.4 -0.2 -0.1
H -5.475 1.537 1.298 -0.2 -0.6 0.0
H 4.256 4.121 2.967 -0.8 -0.8 0.3
C -3.790 1.301 4.304 -1.9 0.0 -1.5
H -1.013 -2.382 -4.167 0.0 -0.1 -0.5
H -4.202 2.056 -5.851 0.2 0.6 0.2
C -0.474 -1.168 1.010 1.7 -1.3 -0.1
H 1.436 3.558 0.643 -0.2 0.3 0.6
H 2.617 1.910 -0.564 0.1 -0.5 0.1
H 5.973 1.721 -4.501 -0.5 0.9 -0.2
C 4.569 0.108 -4.971 2.0 0.6 0.5
C -3.758 2.703 4.576 0.4 -1.6 -0.5
O -6.371 -1.450 -2.893 0.6 -0.8 -0.4
H 1.579 -1.304 6.714 0.4 0.1 -0.2
C 3.158 2.815 -0.288 -0.1 -0.2 -0.8
H 0.841 -2.879 6.919 0.0 -0.3 0.2
H 5.135 -6.071 -0.817 0.1 0.0 0.3
C -0.970 1.114 -0.435 0.0 -0.8 0.7
C 3.598 -1.039 1.298 0.2 0.1 -0.2
H 4.200 2.581 -0.069 0.1 0.0 0.0
C 4.709 0.961 4.260 -2.1 -0.3 0.2
H 1.919 -4.434 -3.039 -0.2 -0.2 -0.1
C -4.267 3.566 3.635 -0.1 0.7 -0.7
H -3.527 -3.718 6.818 0.2 0.0 0.4
C -2.297 3.406 -3.745 0.7 -0.5 1.5
H -7.991 -2.633 -3.101 -0.5 0.2 -0.7
O 1.083 -0.808 -7.688 0.3 -0.5 0.8
C -0.789 -0.553 7.042 0.0 0.0 0.4
C 3.536 2.472 5.623 0.1 1.1 0.5
C 2.476 3.405 0.933 1.7 0.6 -0.7
H -3.282 3.107 5.458 0.1 -0.1 0.1
O -2.301 3.052 -6.310 -0.6 1.5 3.6
H -4.322 -4.922 5.899 -0.3 -0.3 -0.5
H -4.631 -0.188 2.865 0.2 -0.2 0.4
C -0.046 -0.227 -5.482 2.1 -0.9 -1.8
H 0.254 0.992 -7.206 -0.3 0.3 -0.3
O 3.197 4.616 1.218 -0.9 -0.3 0.5
C 2.275 -4.614 0.294 0.7 0.1 0.5
H 0.359 3.419 -4.682 0.0 -0.2 -0.2
H -7.824 -0.433 -3.838 -0.2 0.7 -0.1
H 3.159 -1.741 -3.881 0.2 0.0 -0.3
C -6.750 -0.353 -3.666 1.1 1.6 0.5
H 6.619 3.404 -6.426 0.7 -0.4 0.3
H 2.263 0.544 -8.719 -0.4 0.3 -0.4
H 6.713 0.553 -5.451 -0.1 -0.5 -0.3
H 3.380 2.293 -3.063 -0.5 -0.5 0.6
O 5.420 1.689 -6.650 0.1 0.0 1.6
C -3.923 0.279 -2.881 -0.4 0.1 0.9
C 2.299 -4.706 -2.066 1.8 0.0 -1.8
H -3.396 4.406 -5.136 -0.1 0.2 -0.2
C -0.057 -1.976 -3.837 -0.1 0.6 0.6
C -3.156 1.921 -6.126 0.9 -0.9 -1.8
H 0.530 -5.043 5.392 0.1 0.0 0.2
H -3.463 0.496 4.946 0.4 0.4 0.4
H 2.774 5.259 3.225 -0.4 -0.9 0.1
O 3.058 3.700 -1.421 0.3 -0.4 -0.5
H -1.596 4.730 -5.269 -0.3 0.0 -0.7
H -6.189 -0.306 -4.599 -0.2 -0.4 -0.6
O 0.442 3.570 3.958 0.5 -1.8 0.1
C -1.779 0.686 0.619 -1.0 1.5 -0.1
H -2.230 4.195 -2.995 0.2 1.1 -0.6
O -1.173 2.606 -3.485 -0.5 -0.1 -0.9
H 5.467 -0.506 3.005 0.4 -0.3 0.0
H 2.813 -1.044 -8.972 -0.1 -0.6 0.9
H -6.835 -2.825 -4.495 0.1 0.4 -0.1
H -1.665 0.019 6.737 0.0 -0.3 -0.6
H 4.872 1.768 3.546 -0.2 0.5 0.1
H -1.001 -0.515 -5.923 -0.3 -0.5 0.4
C 1.399 -2.511 4.864 -0.9 0.2 0.5